(1)
Formula: C6H3NO2S
Source: the Open Molecules 2025 dataset
Level of theory: ωB97M-V with the def2-TZVPD basis set

Summary:
ΔE to the lowest compared entry with this formula, charge and spin ... 54.8 kcal/mol
Frontier orbital gap (spin up / spin down) ... 6.60 / 6.61 eV
E_LUMO (spin up / spin down) ... -0.079 / -0.077 Ha
Highest occupied orbital energy (spin up / spin down) ... -8.753 / -8.710 eV

Structure (ORCA input):
```
! wB97M-V def2-TZVPD RIJCOSX def2/J DEFGRID3
* xyz 0 1
C -0.78 -1.42 0.01
C 0.15 0.81 0.00
C -0.90 -0.03 -0.12
C 2.04 -1.70 0.23
C 0.55 2.00 0.22
C 2.67 -0.62 -0.06
N -2.12 0.59 -0.41
O 1.07 3.01 0.55
O 3.52 0.13 -0.33
S 0.49 -2.39 0.27
H -1.66 -2.07 -0.09
H -2.94 0.08 0.00
H -2.09 1.59 -0.26
*
```

Mulliken population analysis, charges in e, atoms 1 to 2:
1 C -0.632
2 C -0.755


(2)
Formula: C6H4
Source: the Open Molecules 2025 dataset
Level of theory: ωB97M-V with the def2-TZVPD basis set

Summary:
ΔE to the lowest compared entry with this formula, charge and spin ... 109.4 kcal/mol
Frontier orbital gap (spin up / spin down) ... 6.50 / 6.51 eV
E_LUMO (spin up / spin down) ... -0.051 / -0.051 Ha
Highest occupied orbital energy (spin up / spin down) ... -7.900 / -7.900 eV

Structure (ORCA input):
```
! wB97M-V def2-TZVPD RIJCOSX def2/J DEFGRID3
* xyz 0 1
C -0.08 1.37 -0.02
C 1.66 1.53 -0.01
C 2.06 0.29 0.00
C 0.51 -1.12 -0.05
C -0.48 -0.05 -0.04
C 1.87 -1.05 0.00
H -0.75 2.22 0.03
H -1.12 -0.23 0.84
H -1.16 -0.19 -0.89
H 2.56 -1.87 0.04
*
```

Mulliken population analysis, charges in e, atoms 1 to 2:
1 C -0.176
2 C -0.618


(3)
Formula: C6H40O14
Source: the Open Molecules 2025 dataset
Level of theory: ωB97M-V with the def2-TZVPD basis set

Summary:
ΔE to the lowest compared entry with this formula, charge and spin ... 26.8 kcal/mol
Frontier orbital gap ... 9.05 eV
E_LUMO ... 0.009 Ha
Highest occupied orbital energy ... -8.806 eV

Structure (ORCA input):
```
! wB97M-V def2-TZVPD RIJCOSX def2/J DEFGRID3
* xyz 0 1
C -1.00 1.26 2.47
C -0.62 -0.02 1.71
C -0.26 0.16 0.28
C 0.01 1.36 -0.28
C -0.13 -1.10 -0.52
C -1.27 -1.24 -1.53
H -1.93 1.68 2.07
H -0.18 2.00 2.37
H -1.19 1.02 3.48
H 0.27 -0.52 2.29
H -1.39 -0.79 1.85
H -0.02 2.24 0.29
H 0.33 1.46 -1.33
H -0.17 -2.00 0.12
H 0.83 -1.08 -1.08
H -2.22 -1.53 -1.06
H -1.01 -1.97 -2.36
H -1.62 -0.30 -2.01
H -1.85 3.45 1.28
H -1.52 3.75 -0.22
O -2.28 3.57 0.41
H 2.23 -2.91 -0.77
H 2.25 -3.22 -2.23
O 2.58 -2.61 -1.64
H 2.99 -2.12 3.12
H 2.48 -0.88 2.32
O 2.28 -1.84 2.61
H -2.82 2.12 -0.23
H -3.98 1.55 -1.10
O -3.11 1.31 -0.79
H 2.94 0.97 1.05
H 2.37 1.33 2.41
O 2.93 0.69 2.01
H -0.89 1.56 -3.16
H -2.01 1.76 -2.09
O -1.52 2.17 -2.78
H -3.21 -0.14 0.17
H -4.07 -0.60 1.37
O -3.48 -0.91 0.66
H 0.80 -2.14 3.45
H -0.56 -2.60 3.20
O -0.05 -2.28 3.88
H 0.66 0.77 -4.60
H 1.10 0.27 -3.14
O 0.28 0.46 -3.79
H 3.41 0.01 -2.92
H 2.50 -0.99 -2.03
O 2.54 -0.03 -2.42
H -2.05 -2.41 1.05
H -2.19 -3.89 1.42
O -1.54 -3.16 1.39
H 2.73 1.08 -1.11
H 2.16 2.36 -0.57
O 2.87 1.78 -0.45
H -0.63 3.33 -1.94
H -0.28 4.78 -1.74
O -0.23 3.98 -1.30
H 1.84 -2.95 1.38
H 0.63 -3.62 0.78
O 1.58 -3.54 0.64
*
```

Mulliken population analysis, charges in e, atoms 1 to 2:
1 C -1.948
2 C 1.096


(4)
Formula: C6H40O15
Source: the Open Molecules 2025 dataset
Level of theory: ωB97M-V with the def2-TZVPD basis set

Summary:
ΔE to the lowest compared entry with this formula, charge and spin ... 174.3 kcal/mol
Frontier orbital gap ... 8.30 eV
E_LUMO ... -0.005 Ha
Highest occupied orbital energy ... -8.439 eV

Structure (ORCA input):
```
! wB97M-V def2-TZVPD RIJCOSX def2/J DEFGRID3
* xyz 0 1
C -0.12 -0.23 4.02
C -0.66 -1.40 4.24
C -0.52 0.87 3.08
C -1.66 0.88 2.14
C -2.27 1.95 1.59
C -3.11 1.65 0.44
H 0.51 0.14 4.85
H -0.35 -1.94 5.12
H -1.39 -1.91 3.59
H 0.31 0.76 2.32
H -0.48 1.88 3.66
H -1.99 -0.17 1.85
H -2.29 2.88 2.07
H -2.75 1.19 -0.47
H -3.56 2.53 0.03
H -4.02 0.91 0.80
H 2.19 -1.58 0.53
H 2.16 -1.41 -1.05
O 2.23 -1.02 -0.14
H 3.83 -1.98 -2.79
H 2.42 -2.69 -2.44
O 3.31 -2.41 -2.09
H 2.67 3.19 1.10
H 2.05 2.67 2.44
O 1.86 2.88 1.47
H -4.46 0.36 2.32
H -3.85 -1.19 2.59
O -4.58 -0.48 2.80
H -0.53 -1.08 -1.94
H -1.54 -0.17 -1.59
O -0.88 -0.44 -2.37
H -3.32 2.18 -3.19
H -2.89 0.86 -3.24
O -3.68 1.29 -2.96
H -2.53 0.47 4.52
H -2.31 2.07 4.50
O -2.83 1.27 4.26
H 2.02 -1.76 -4.56
H 0.70 -1.26 -4.05
O 1.15 -2.11 -4.21
H -0.44 -3.88 -1.46
H 0.06 -2.80 -2.65
O -0.65 -3.13 -2.05
H 1.95 2.28 -0.78
H 1.05 0.96 -1.09
O 1.77 1.53 -1.31
H -1.82 -2.75 0.30
H -2.94 -3.28 1.23
O -1.97 -3.06 1.17
H 2.48 0.54 -4.34
H 3.88 0.63 -3.60
O 3.05 0.17 -3.67
H 3.11 0.83 2.49
H 2.54 1.08 3.88
O 3.27 1.32 3.37
H 0.09 1.53 -4.18
H -0.71 0.40 -4.48
O -0.09 0.95 -4.91
H 3.77 0.49 -1.48
H 4.55 -0.55 -0.69
O 4.53 0.39 -1.00
*
```

Mulliken population analysis, charges in e, atoms 1 to 2:
1 C -0.466
2 C -0.844


(5)
Formula: C6H40O15
Source: the Open Molecules 2025 dataset
Level of theory: ωB97M-V with the def2-TZVPD basis set

Summary:
ΔE to the lowest compared entry with this formula, charge and spin ... 78.1 kcal/mol
Frontier orbital gap ... 8.53 eV
E_LUMO ... -0.022 Ha
Highest occupied orbital energy ... -9.124 eV

Structure (ORCA input):
```
! wB97M-V def2-TZVPD RIJCOSX def2/J DEFGRID3
* xyz 0 1
C 1.96 -0.57 2.09
C 1.99 -1.56 2.97
C 2.20 -0.70 0.62
C 1.54 0.31 -0.30
C 2.25 1.24 -0.94
C 1.82 2.08 -2.06
H 1.78 0.45 2.40
H 1.83 -1.35 4.02
H 1.88 -2.63 2.86
H 1.89 -1.69 0.25
H 3.25 -0.78 0.30
H 0.51 0.00 -0.38
H 3.27 1.20 -0.56
H 0.76 2.33 -2.04
H 2.05 1.59 -3.02
H 2.38 2.99 -2.29
H -2.18 -1.39 0.35
H -1.42 -0.38 1.11
O -1.42 -0.77 0.22
H -4.53 -2.35 -0.23
H -3.79 -1.62 0.83
O -3.74 -2.43 0.30
H 2.60 -1.20 -1.98
H 3.54 -0.69 -3.12
O 2.69 -1.09 -2.94
H 1.75 3.52 1.59
H 1.62 3.38 3.03
O 2.33 3.44 2.37
H -2.94 0.85 0.17
H -3.17 2.05 1.20
O -2.74 1.76 0.39
H 0.25 2.02 0.14
H -0.98 2.71 0.53
O -0.02 2.80 0.65
H 4.34 0.98 1.45
H 3.59 2.39 1.60
O 4.44 1.94 1.52
H -5.29 0.39 -1.13
H -4.96 0.76 0.34
O -5.09 0.01 -0.24
H -3.42 -0.01 3.81
H -2.65 -1.28 3.49
O -2.53 -0.33 3.64
H -1.33 -0.06 -1.57
H 0.07 -0.27 -2.28
O -0.83 0.06 -2.39
H 0.28 0.47 5.28
H -0.27 0.76 3.92
O 0.55 0.76 4.41
H -2.46 -1.37 -2.91
H -2.46 -1.22 -4.41
O -2.95 -1.65 -3.69
H 3.82 -3.79 -1.32
H 4.36 -3.02 -0.09
O 3.81 -2.95 -0.87
H -4.24 -0.04 -3.24
H -3.89 1.41 -2.72
O -4.58 0.76 -2.83
H 1.49 -2.69 -3.17
H 0.08 -2.57 -2.68
O 0.92 -2.97 -2.43
*
```

Mulliken population analysis, charges in e, atoms 1 to 2:
1 C -0.457
2 C -1.007


(6)
Formula: C6H41N2O13
Source: the Open Molecules 2025 dataset
Level of theory: ωB97M-V with the def2-TZVPD basis set

Summary:
ΔE to the lowest compared entry with this formula, charge and spin ... 0.0 kcal/mol
Frontier orbital gap (spin up / spin down) ... 2.46 / 8.29 eV
E_LUMO (spin up / spin down) ... 0.003 / -0.001 Ha
Highest occupied orbital energy (spin up / spin down) ... -2.390 / -8.326 eV
⟨S²⟩ ... 0.751

Structure (ORCA input):
```
! wB97M-V def2-TZVPD RIJCOSX def2/J DEFGRID3
* xyz 0 2
C -3.63 1.80 0.15
C -2.37 1.52 -0.59
C -1.49 2.78 -0.60
C -0.08 2.46 -1.06
C 0.29 1.30 -1.62
N 1.40 0.90 -2.36
C 0.71 3.72 -1.02
N -2.53 1.14 -2.10
H -4.39 1.03 -0.09
H -4.03 2.83 0.09
H -3.41 1.60 1.21
H -1.84 0.71 -0.09
H -1.88 3.55 -1.30
H -1.53 3.24 0.45
H -0.47 0.50 -1.64
H 1.43 -0.12 -2.33
H 2.32 1.23 -2.05
H 0.25 4.55 -0.47
H 1.73 3.47 -0.68
H 0.92 4.11 -2.02
H -3.46 1.39 -2.42
H -2.47 0.12 -2.09
H -1.87 1.38 -2.96
H -3.58 -2.41 1.53
H -2.72 -1.75 0.29
O -3.02 -1.70 1.21
H -0.03 -3.42 0.99
H 1.52 -3.14 1.08
O 0.79 -3.47 0.48
H 0.63 -0.15 4.75
H 1.55 -0.35 5.78
O 1.60 -0.21 4.82
H 0.83 -2.27 -0.69
H 1.10 -2.62 -2.27
O 0.68 -2.03 -1.64
H 3.82 -1.17 4.07
H 4.81 -0.69 2.91
O 4.56 -1.41 3.50
H 4.05 3.78 -0.51
H 5.39 3.03 -0.78
O 4.75 3.63 -1.16
H -0.65 -0.29 -6.18
H -0.75 -1.05 -4.93
O -1.27 -0.39 -5.44
H -2.06 -1.87 4.39
H -1.33 -1.75 3.07
O -1.26 -1.47 4.02
H -1.13 -4.73 3.82
H -2.58 -4.45 3.35
O -1.64 -4.35 3.09
H -2.56 -2.53 -1.97
H -1.37 -1.84 -1.21
O -2.34 -1.76 -1.43
H 1.86 1.22 1.10
H 2.28 2.04 2.39
O 2.49 1.30 1.83
H -1.00 1.19 -4.82
H -0.14 2.22 -3.96
O -1.03 1.90 -4.14
H 3.26 -2.17 2.61
H 1.65 -1.78 2.61
O 2.38 -2.27 2.21
*
```

Mulliken population analysis, charges in e, atoms 1 to 2:
1 C -1.786
2 C 0.217


(7)
Formula: C6H43N2O13
Source: the Open Molecules 2025 dataset
Level of theory: ωB97M-V with the def2-TZVPD basis set

Summary:
ΔE to the lowest compared entry with this formula, charge and spin ... 172.7 kcal/mol
Frontier orbital gap ... 9.14 eV
E_LUMO ... -0.095 Ha
Highest occupied orbital energy ... -11.738 eV

Structure (ORCA input):
```
! wB97M-V def2-TZVPD RIJCOSX def2/J DEFGRID3
* xyz 1 1
C -0.31 1.28 -0.54
N -1.14 0.35 0.22
C -2.51 0.08 -0.19
C -3.33 -0.06 1.03
C 1.23 1.56 0.07
N 1.92 0.50 -0.79
C 3.31 0.43 -0.16
C 1.51 2.94 -0.55
H -0.14 1.09 -1.65
H -0.68 2.35 -0.58
H -1.16 0.81 1.13
H -2.85 0.67 -1.04
H -2.41 -1.02 -0.69
H -2.86 0.40 1.96
H -3.80 -1.09 1.33
H -4.07 0.65 1.00
H 1.16 1.54 1.20
H 1.31 -0.40 -0.55
H 1.99 0.67 -1.88
H 4.03 -0.27 -0.68
H 3.30 0.28 0.85
H 3.89 1.45 -0.24
H 2.48 2.94 -1.12
H 1.46 3.65 0.44
H 0.78 3.33 -1.31
H -2.84 3.13 2.77
H -1.42 2.59 3.32
O -2.00 2.77 2.57
H 1.48 -1.90 2.15
H 2.44 -3.01 2.31
O 2.18 -2.14 2.66
H -0.37 3.49 -3.81
H -1.70 2.77 -4.14
O -0.73 2.52 -3.93
H -2.27 -2.94 -1.35
H -3.34 -3.31 -2.58
O -3.16 -2.66 -1.85
H 3.59 -0.09 -3.67
H 3.85 -1.63 -3.21
O 3.87 -0.62 -2.95
H -1.61 -2.96 2.04
H -0.99 -1.41 1.75
O -0.91 -2.27 2.16
H 2.37 -0.48 3.39
H 3.17 0.73 3.33
O 2.30 0.50 3.42
H 0.56 -0.03 -3.63
H 0.81 1.32 -3.90
O 1.25 0.53 -3.48
H 1.23 -3.10 -1.94
H 0.07 -2.47 -1.05
O 0.96 -2.49 -1.35
H 0.62 2.07 4.46
H 0.63 2.17 2.96
O 0.37 2.68 3.77
H -2.63 -0.64 4.57
H -1.69 -0.67 3.42
O -2.46 -0.22 3.77
H -1.81 -4.72 -0.41
H -0.43 -4.21 0.34
O -0.90 -4.26 -0.51
H -1.76 -0.49 -2.78
H -0.88 -1.76 -2.74
O -0.95 -0.92 -3.13
*
```

Mulliken population analysis, charges in e, atoms 1 to 2:
1 C -1.804
2 N 0.849


(8)
Formula: C6H45Cl5N2O20
Source: the Open Molecules 2025 dataset
Level of theory: ωB97M-V with the def2-TZVPD basis set

Summary:
Frontier orbital gap ... 7.23 eV
E_LUMO ... -0.027 Ha
Highest occupied orbital energy ... -7.974 eV

Structure (ORCA input):
```
! wB97M-V def2-TZVPD RIJCOSX def2/J DEFGRID3
* xyz 0 1
Cl 1.03 3.94 0.98
Cl -1.89 2.46 1.34
Cl 3.41 2.33 -0.37
Cl -2.11 -0.58 0.85
Cl 1.17 -2.33 -1.88
C 0.76 2.26 0.57
C -0.47 1.58 0.91
C 1.80 1.63 -0.07
C -0.57 0.21 0.67
N 0.07 -1.23 -1.07
N 1.51 0.35 -0.51
C 1.18 -1.45 1.19
C 0.57 -0.54 0.13
H -0.27 -0.53 -1.73
H 2.25 -0.18 -0.96
H 1.94 -2.18 0.74
H 0.37 -1.97 1.71
H 1.64 -0.77 1.87
O -2.16 -2.74 -1.43
H -1.44 -2.07 -1.21
H -1.80 -3.37 -2.14
O 0.82 -0.48 4.92
H 1.07 -0.98 5.76
H 1.67 -0.24 4.43
O 4.20 -0.68 -1.32
H 4.35 -1.23 -2.16
H 4.82 -1.02 -0.60
O -3.89 5.16 2.26
H -4.07 4.42 1.59
H -4.34 6.00 1.93
O -0.93 -1.59 -4.38
H -1.07 -2.32 -3.70
H -0.86 -2.02 -5.30
O -4.70 0.35 2.25
H -5.70 0.29 2.13
H -4.29 -0.48 1.83
O 0.86 -5.15 -0.08
H 1.86 -5.34 -0.15
H 0.74 -4.14 -0.04
O 5.27 1.18 -2.85
H 4.75 0.48 -2.34
H 6.12 1.38 -2.33
O 3.64 5.83 0.02
H 3.70 5.97 -0.98
H 3.15 6.63 0.41
O -5.12 2.55 0.72
H -4.60 1.74 1.02
H -6.11 2.34 0.79
O -1.87 -3.90 1.73
H -2.15 -3.32 0.95
H -1.84 -3.31 2.56
O 3.13 0.12 3.97
H 2.99 1.08 3.70
H 3.83 -0.28 3.35
O -1.15 -2.38 4.11
H -0.60 -1.54 4.12
H -1.39 -2.61 5.07
O -0.80 1.03 -4.98
H -1.32 0.95 -5.84
H -0.63 0.10 -4.61
O -1.24 -4.44 -3.51
H -0.35 -4.92 -3.43
H -1.81 -4.95 -4.17
O -4.18 -0.92 -1.68
H -3.64 -0.10 -1.92
H -3.54 -1.68 -1.49
O 1.49 -5.68 -2.96
H 1.25 -5.73 -1.97
H 2.44 -6.00 -3.06
O -2.25 1.04 -2.43
H -2.20 2.04 -2.26
H -1.63 0.82 -3.20
O -1.06 6.05 2.60
H -1.99 5.69 2.44
H -0.55 5.36 3.15
O 4.18 4.32 2.29
H 4.81 5.04 2.63
H 3.77 4.64 1.42
*
```

Mulliken population analysis, charges in e, atoms 1 to 2:
1 Cl -0.127
2 Cl -0.076


(9)
Formula: C6H4Br4O2
Source: the Open Molecules 2025 dataset
Level of theory: ωB97M-V with the def2-TZVPD basis set

Summary:
ΔE to the lowest compared entry with this formula, charge and spin ... 59.3 kcal/mol
Frontier orbital gap ... 8.10 eV
E_LUMO ... -0.014 Ha
Highest occupied orbital energy ... -8.488 eV

Structure (ORCA input):
```
! wB97M-V def2-TZVPD RIJCOSX def2/J DEFGRID3
* xyz 0 1
C 2.49 1.72 -0.21
C 1.31 2.50 -0.48
C 3.03 1.32 0.94
C -2.49 -0.71 0.23
C -2.09 0.48 0.08
C 0.63 3.28 0.35
O 3.73 0.92 1.74
O -1.65 1.56 0.00
Br 3.13 0.50 -1.57
Br 0.73 2.71 -2.24
Br 1.19 3.26 2.20
Br 5.16 -1.96 0.38
H -3.23 -1.08 -0.37
H -1.97 -1.27 0.86
H -0.31 3.75 0.27
H 4.34 -2.74 -0.65
*
```

Mulliken population analysis, charges in e, atoms 1 to 2:
1 C -0.032
2 C 0.276


(10)
Formula: C6H4BrClN2O5SW
Source: the Open Molecules 2025 dataset
Level of theory: ωB97M-V with the def2-TZVPD basis set

Summary:
ΔE to the lowest compared entry with this formula, charge and spin ... 20.5 kcal/mol
Frontier orbital gap (spin up / spin down) ... 6.94 / 6.89 eV
E_LUMO (spin up / spin down) ... -0.347 / -0.346 Ha
Highest occupied orbital energy (spin up / spin down) ... -16.373 / -16.299 eV

Structure (ORCA input):
```
! wB97M-V def2-TZVPD RIJCOSX def2/J DEFGRID3
* xyz 2 1
W 0.63 -1.54 0.54
O -1.77 3.30 -2.42
C -1.19 2.37 -1.69
C -0.46 2.62 -0.52
C 0.09 1.57 0.17
N -0.03 0.29 -0.27
C -0.73 0.09 -1.40
Br -0.78 -1.79 -1.75
C -1.34 1.04 -2.15
H -1.65 4.20 -2.07
H -0.35 3.63 -0.14
H 0.63 1.72 1.09
H -1.90 0.82 -3.05
O 0.66 -2.29 2.73
Cl -0.51 -3.01 2.21
O -1.13 -3.92 3.05
O 0.06 -3.55 0.90
O -1.34 -1.91 1.67
S 5.07 -1.17 1.42
C 3.62 -1.21 1.01
N 2.42 -1.25 0.67
*
```

Mulliken population analysis, charges in e, atoms 1 to 2:
1 W 1.043
2 O -0.429


(11)
Formula: C6H4Cl2CuF12MgNaO12S4
Source: the Open Molecules 2025 dataset
Level of theory: ωB97M-V with the def2-TZVPD basis set

Summary:
ΔE to the lowest compared entry with this formula, charge and spin ... 0.0 kcal/mol
Frontier orbital gap (spin up / spin down) ... 6.67 / 3.56 eV
E_LUMO (spin up / spin down) ... -0.230 / -0.345 Ha
Highest occupied orbital energy (spin up / spin down) ... -12.933 / -12.932 eV
⟨S²⟩ ... 0.753

Structure (ORCA input):
```
! wB97M-V def2-TZVPD RIJCOSX def2/J DEFGRID3
* xyz 1 2
Na -0.81 -0.01 3.70
Cu 2.54 -1.84 -0.41
Mg 1.04 2.55 0.04
C -1.91 -0.45 -1.23
F -1.33 -0.72 -2.40
F -2.61 0.67 -1.32
F -2.72 -1.45 -0.85
S -0.60 -0.29 0.15
O -1.25 -0.56 1.41
O 0.50 -1.20 -0.20
O -0.15 1.08 0.00
C 2.06 0.80 -3.93
F 0.84 0.28 -3.86
F 2.93 -0.07 -4.45
F 2.05 1.90 -4.66
S 2.78 1.11 -2.22
O 1.89 2.08 -1.55
O 2.75 -0.18 -1.50
O 4.12 1.57 -2.47
C -2.67 3.55 1.87
F -2.89 2.44 1.13
F -2.84 4.61 1.11
F -3.51 3.56 2.89
S -0.92 3.49 2.53
O -0.79 2.28 3.30
O -0.13 3.35 1.29
O -0.69 4.73 3.21
C 4.16 0.95 2.90
F 5.12 0.39 2.20
F 4.18 0.48 4.13
F 4.35 2.25 2.93
S 2.48 0.55 2.16
O 1.54 0.25 3.22
O 2.10 1.74 1.40
O 2.72 -0.60 1.30
Cl -1.44 -3.99 -0.44
C -3.08 -4.57 -0.80
C -3.23 -5.13 -2.18
Cl -2.38 -6.72 -2.25
H -3.76 -3.75 -0.55
H -3.31 -5.37 -0.09
H -2.87 -4.50 -3.00
H -4.25 -5.32 -2.53
*
```

Mulliken population analysis, charges in e, atoms 1 to 2:
1 Na 1.053
2 Cu 0.774